Record 1
C20H31Br2N4O4PS2 as an isolated structure in a non-equilibrium geometry. Source: the OMol25 dataset; level of theory: ωB97M-V/def2-TZVPD.

Summary:
HOMO-LUMO gap   2.876 eV
LUMO level   -2.217 eV
Strongest force on any atom   0.176 Eh/bohr
HOMO   -5.09 eV
Spin multiplicity   1

Last column: natural (NBO) charge in e.
CARTESIAN COORDINATES (ANGSTROEM)
N  -1.467  5.711  0.932  -0.34
H  -1.677  -5.913  2.621  0.45
H  -2.290  3.187  3.097  0.24
O  3.295  3.140  -0.932  -0.52
C  -2.441  -8.332  0.433  -0.65
C  -0.260  3.802  -2.768  -0.47
H  1.645  -7.566  -0.721  0.22
C  -2.698  6.250  1.626  -0.25
N  2.827  -4.466  -2.304  -0.49
H  2.028  -2.067  0.344  0.26
C  0.513  1.309  -1.849  -0.54
H  -2.417  7.248  2.171  0.23
H  -1.602  -8.980  0.704  0.22
H  -4.605  5.315  2.794  0.21
C  -0.242  4.511  -1.287  -0.03
C  3.133  -3.159  -3.002  0.14
C  -3.424  5.211  2.666  -0.39
N  -1.669  -6.865  2.227  -0.68
H  -0.925  1.715  -3.709  0.24
H  -3.173  -6.351  0.854  0.23
H  -0.105  0.413  -1.359  0.23
C  -1.562  5.070  -0.468  0.08
C  -2.756  4.184  3.511  -0.46
C  2.334  -4.327  -0.856  -0.14
H  -2.165  -7.490  2.870  0.44
C  2.981  -0.577  -2.069  -0.12
C  2.555  4.185  -1.310  0.75
H  -0.057  6.382  2.715  0.32
H  2.347  5.706  -2.609  0.48
H  -3.464  6.543  0.761  0.21
H  -3.325  -8.734  0.942  0.23
C  -2.216  -6.880  0.832  -0.08
H  -1.131  4.326  -3.393  0.24
Br  1.908  8.053  3.725  -0.79
H  -1.453  -6.214  -1.127  0.22
Br  -3.516  2.474  2.126  -0.55
O  4.277  5.366  1.142  -1.09
H  -2.603  4.965  -1.037  0.26
S  4.425  0.044  -1.335  0.20
H  -0.673  -7.136  2.175  0.46
H  0.965  1.911  -0.953  0.26
C  1.218  4.697  -0.509  -0.08
H  2.050  -5.164  -0.075  0.24
H  -2.611  -8.420  -0.646  0.26
H  0.067  -7.723  -1.527  0.19
H  0.726  4.006  -3.409  0.26
N  2.810  -2.104  -1.923  -0.48
C  1.328  5.367  1.008  -0.34
H  -2.760  4.382  4.687  0.23
H  3.016  6.873  2.610  0.07
C  -1.212  -6.136  -0.061  -0.09
O  3.010  4.933  -2.527  -0.67
H  -1.251  -5.070  0.194  0.21
H  0.405  -8.588  0.003  0.16
C  -0.117  5.874  1.661  0.10
H  2.969  4.529  3.023  -0.05
C  0.569  -7.666  -0.559  -0.26
H  3.549  -2.928  -4.081  0.27
C  -0.635  2.205  -2.669  -0.41
C  2.322  -2.695  -0.599  -0.08
P  2.961  5.572  1.992  1.32
H  -1.626  2.141  -2.008  0.24
O  0.126  -6.559  0.226  -0.56
S  1.768  0.514  -2.991  0.21

Record 2
C5H6Cl2GdO3SSc as an isolated structure in a non-equilibrium geometry. Source: the OMol25 dataset; level of theory: ωB97M-V/def2-TZVPD.

Summary:
HOMO-LUMO gap (spin up / spin down)   6.249 / 5.498 eV
LUMO level (spin up / spin down)   -17.688 / -17.765 eV
Strongest force on any atom   0.197 Eh/bohr
Expectation value of S²   16.1392
HOMO (spin up / spin down)   -23.94 / -23.26 eV
Charge   +4
Spin multiplicity   8
ΔE to the lowest compared entry with this formula, charge and spin   9.0 kcal per mole

Last column: Löwdin spin population.
CARTESIAN COORDINATES (ANGSTROEM)
Sc  -3.712  -0.473  -0.609  0.00
H  3.187  1.248  1.842  0.00
O  -6.395  0.440  -2.356  0.00
C  -5.580  -0.287  0.452  0.00
H  4.498  0.313  1.078  0.01
H  3.402  0.085  -1.961  0.01
C  -5.399  -0.020  -1.945  0.00
C  0.355  0.234  2.305  -0.02
C  3.292  -0.780  -1.319  0.03
Cl  -1.939  -2.071  0.054  -0.03
H  4.263  -1.145  -0.997  0.01
S  2.409  -0.271  0.148  0.23
C  3.575  0.867  0.899  0.03
O  -6.709  -0.149  0.697  0.00
H  3.777  1.689  0.214  0.00
O  0.926  0.309  3.317  0.00
H  2.732  -1.567  -1.811  0.00
Cl  -2.394  1.601  -0.170  -0.02
Gd  -0.288  -0.023  0.161  6.74

Record 3
A single C4H5NO2 molecule. Source: the OMol25 dataset; level of theory: ωB97M-V/def2-TZVPD.

Summary:
HOMO-LUMO gap   10.651 eV
LUMO level   0.577 eV
Strongest force on any atom   0.012 Eh/bohr
HOMO   -10.07 eV
Spin multiplicity   1
ΔE to the lowest compared entry with this formula, charge and spin   33.5 kcal per mole

Last column: natural (NBO) charge in e.
CARTESIAN COORDINATES (ANGSTROEM)
H  -2.510  -0.736  -0.472  0.13
H  0.197  0.577  1.522  0.21
H  -0.321  0.433  -1.494  0.20
C  0.502  0.805  0.492  -0.27
C  1.591  -0.936  -0.183  0.37
H  0.449  1.885  0.353  0.22
C  -1.805  -0.024  -0.008  0.43
O  0.296  -1.260  -0.513  -0.49
N  1.838  0.211  0.290  -0.45
C  -0.365  0.018  -0.473  -0.04
H  2.309  -1.735  -0.343  0.19
O  -2.181  0.763  0.829  -0.49

Record 4
A 8-piece molecular cluster, C46H45N7O16 overall in a non-equilibrium geometry. Source: the OMol25 dataset; level of theory: ωB97M-V/def2-TZVPD.

Summary:
HOMO-LUMO gap   8.705 eV
LUMO level   -1.202 eV
Strongest force on any atom   0.083 Eh/bohr
HOMO   -9.91 eV
Spin multiplicity   1
ΔE to the lowest compared entry with this formula, charge and spin   63.6 kcal per mole

Last column: Löwdin charge in e.
CARTESIAN COORDINATES (ANGSTROEM)
C  -1.713  8.829  2.121  -0.02
H  3.083  -4.229  3.417  0.12
O  -0.597  1.301  1.019  -0.20
C  -1.944  -0.546  -0.884  -0.12
H  -0.881  -0.340  3.519  0.09
C  6.352  -4.604  2.908  -0.07
H  -2.593  3.224  -2.049  0.10
H  -2.518  -1.051  -1.662  0.07
O  -3.463  8.808  -0.854  0.08
O  0.260  -7.769  -2.314  0.10
H  1.410  -3.995  -6.161  0.11
C  6.659  -3.359  2.362  -0.06
C  4.050  -3.997  2.997  -0.02
C  -3.680  -4.103  -2.053  -0.03
C  -1.316  7.977  3.139  -0.07
C  1.449  -5.584  -4.715  0.01
C  0.503  0.595  0.607  -0.24
O  2.008  -8.163  -3.457  0.07
O  7.204  0.936  -3.238  0.08
C  -1.010  -0.009  4.539  -0.07
H  1.195  0.559  1.449  0.11
O  5.300  1.663  -2.573  0.04
H  -3.676  6.753  0.396  0.10
H  -1.520  5.991  4.001  0.09
H  -0.626  8.328  3.892  0.11
H  -1.249  3.265  1.342  0.08
C  -4.412  6.712  -2.620  -0.01
H  -2.460  -0.513  0.076  0.10
C  4.313  -2.792  2.389  -0.12
H  -4.895  7.659  -2.810  0.11
N  1.141  -7.400  -3.018  -0.36
H  1.017  -2.274  -4.367  0.11
C  4.110  -1.990  -1.148  -0.06
C  -2.499  5.221  -2.910  -0.08
H  -0.104  -1.284  7.551  0.11
O  -3.213  -7.255  -0.541  0.09
C  5.645  -2.482  2.086  -0.01
O  -4.169  -5.474  0.217  0.06
H  0.893  -1.502  0.193  0.10
H  -1.201  9.770  1.982  0.12
H  -2.993  5.189  2.240  0.10
H  -2.609  7.252  -3.728  0.10
O  -1.831  3.998  5.883  0.02
C  -5.063  5.691  -1.857  -0.12
C  -0.674  0.674  7.158  -0.02
H  -1.941  -5.637  -5.057  0.10
O  -6.904  4.900  -0.630  0.04
C  -2.385  -5.212  -4.169  -0.07
C  -3.285  -5.420  -1.932  -0.14
O  -7.128  6.858  -1.507  0.08
C  -2.627  -6.003  -3.026  0.01
C  -0.447  -0.607  6.784  -0.09
O  -2.743  10.548  0.220  0.07
H  7.681  -3.231  2.036  0.11
H  1.749  -6.258  -5.504  0.11
O  1.967  -2.404  2.415  0.07
H  -4.813  3.625  -1.206  0.11
C  -3.037  7.076  1.205  0.00
C  1.322  -4.229  -5.110  -0.06
H  0.063  2.686  2.428  0.08
C  -2.503  8.336  1.129  -0.15
C  5.622  -2.934  -2.753  -0.06
H  0.287  -5.332  -1.582  0.12
C  0.046  -0.858  0.431  -0.18
H  0.144  -2.989  -2.202  0.10
H  -0.353  0.989  8.140  0.11
C  -0.344  2.662  1.417  -0.07
C  5.733  -0.582  -2.222  -0.16
C  -0.662  -0.983  5.474  -0.06
H  3.271  -2.236  -0.513  0.09
C  4.571  -3.112  -1.867  -0.06
C  -3.090  4.165  -2.231  -0.06
N  -2.901  9.324  0.062  -0.32
C  -3.113  6.482  -3.163  -0.04
C  6.167  -1.654  -3.018  0.02
H  4.306  0.158  -0.872  0.12
O  -1.369  3.320  7.861  0.09
H  -4.267  -3.549  -1.335  0.12
C  -1.793  6.694  3.228  -0.06
H  7.093  -5.384  2.992  0.11
H  -2.323  -7.039  -3.001  0.11
N  6.176  0.750  -2.613  -0.32
H  -1.389  1.951  4.014  0.09
C  0.894  -3.326  -4.155  -0.08
O  -0.692  -1.099  -0.754  -0.19
N  3.074  -1.952  2.174  -0.31
H  4.093  -4.075  -1.771  0.10
H  -0.474  -2.002  5.168  0.11
H  -2.744  -3.387  -5.236  0.11
C  4.740  -0.743  -1.280  -0.01
C  1.204  -5.983  -3.379  -0.14
H  0.336  3.199  0.756  0.09
H  -1.894  0.502  -1.176  0.07
N  -6.437  5.879  -1.261  -0.32
C  -2.611  6.199  2.209  -0.05
C  0.717  -5.015  -2.521  -0.04
C  -2.860  -3.905  -4.296  -0.06
H  5.819  -1.569  1.535  0.11
N  -3.568  -6.102  -0.671  -0.34
H  -3.969  -2.373  -3.292  0.11
H  5.950  -3.797  -3.314  0.10
C  -3.498  -3.337  -3.176  -0.08
H  6.769  -1.583  -3.912  0.12
C  -4.370  4.461  -1.726  -0.02
C  5.035  -4.962  3.202  -0.05
H  4.848  -5.972  3.536  0.11
H  -1.457  5.140  -3.182  0.10
C  -1.180  1.691  6.260  -0.07
O  3.255  -0.876  1.615  0.05
C  0.620  -3.700  -2.861  -0.07
H  1.052  0.944  -0.268  0.14
C  -1.269  1.301  4.868  0.01
H  -0.378  -1.204  1.374  0.12
N  -1.469  3.094  6.691  -0.34

Record 5
A 2-piece molecular cluster, C2H4N2 overall in a non-equilibrium geometry. Source: the OMol25 dataset; level of theory: ωB97M-V/def2-TZVPD.

Summary:
HOMO-LUMO gap (spin up / spin down)   8.216 / 11.284 eV
LUMO level (spin up / spin down)   1.436 / 0.084 eV
Strongest force on any atom   0.054 Eh/bohr
Expectation value of S²   2.0081
HOMO (spin up / spin down)   -6.78 / -11.20 eV
Spin multiplicity   3
ΔE to the lowest compared entry with this formula, charge and spin   41.6 kcal per mole

Last column: natural (NBO) charge in e.
CARTESIAN COORDINATES (ANGSTROEM)
N  1.996  -0.641  -0.264  -0.66
C  -1.307  0.094  -0.308  0.12
H  -1.129  0.561  -1.269  0.15
H  1.639  1.124  0.784  0.14
N  -2.119  -0.636  0.193  -0.64
H  -3.013  -1.217  -0.080  0.38
C  1.430  0.120  0.482  0.15
H  2.793  -0.460  -0.803  0.36

Record 6
C28H24CoN3O2PS as an isolated structure in a non-equilibrium geometry. Source: the OMol25 dataset; level of theory: ωB97M-V/def2-TZVPD.

Summary:
HOMO-LUMO gap (spin up / spin down)   8.254 / 8.021 eV
LUMO level (spin up / spin down)   0.418 / 0.191 eV
Strongest force on any atom   0.021 Eh/bohr
Expectation value of S²   3.7615
HOMO (spin up / spin down)   -7.84 / -7.83 eV
Spin multiplicity   4
ΔE to the lowest compared entry with this formula, charge and spin   13.5 kcal per mole

Last column: natural (NBO) charge in e.
CARTESIAN COORDINATES (ANGSTROEM)
H  -0.447  5.139  0.005  0.24
H  -4.523  -2.004  0.903  0.22
H  2.594  -2.097  -1.456  0.22
C  0.489  -0.966  -2.720  -0.14
C  -1.398  4.638  -0.096  -0.29
H  -2.180  -1.284  1.143  0.20
C  5.234  -0.653  0.080  -0.21
C  0.690  -3.667  2.494  -0.21
C  -0.215  -1.049  2.595  -0.11
H  0.568  3.042  -1.839  0.38
C  0.083  -3.188  3.646  -0.20
H  5.032  -2.253  -1.337  0.22
N  -2.500  0.650  0.522  -0.52
C  0.028  -1.605  -3.858  -0.23
H  -1.194  -3.191  -4.633  0.22
C  -0.831  -2.690  -3.745  -0.20
H  6.310  -0.747  0.152  0.22
P  0.614  -0.398  -0.006  0.86
H  -6.194  -0.361  0.023  0.22
C  -1.576  3.238  0.127  -0.46
H  1.150  -0.110  -2.809  0.20
N  1.130  2.751  -1.050  -0.70
C  -3.404  1.560  0.104  0.20
C  0.388  -1.523  1.429  -0.35
H  2.094  3.700  0.417  0.39
C  -4.236  -0.994  0.647  -0.28
C  4.570  0.319  0.804  -0.18
H  1.338  -3.216  0.506  0.22
C  -2.540  5.295  -0.441  -0.40
C  2.505  1.562  1.462  0.76
H  0.331  -1.257  -4.837  0.22
C  0.118  -1.414  -1.449  -0.38
H  -5.433  1.956  -0.476  0.22
S  -3.894  4.250  -0.541  0.37
H  -1.075  -2.835  -0.375  0.22
C  -5.161  -0.073  0.172  -0.14
C  -0.366  -1.877  3.696  -0.24
C  4.517  -1.507  -0.746  -0.20
C  2.449  -0.450  -0.078  -0.35
C  -4.742  1.210  -0.106  -0.25
H  1.048  -4.688  2.458  0.22
O  3.152  2.555  1.766  -0.66
C  -2.924  -0.584  0.790  0.06
H  5.108  1.014  1.435  0.24
O  1.237  1.412  1.643  -0.86
C  0.847  -2.838  1.395  -0.21
Co  -0.337  1.698  0.470  1.32
H  -1.907  -3.966  -2.400  0.22
C  3.186  0.428  0.733  -0.07
H  -2.669  6.346  -0.655  0.23
C  -2.888  2.897  -0.079  -0.31
C  3.137  -1.409  -0.823  -0.21
C  -0.761  -2.489  -1.351  -0.20
H  2.539  4.199  -1.075  0.34
N  1.745  3.925  -0.510  -0.67
H  -0.563  -0.028  2.639  0.21
H  -0.036  -3.835  4.506  0.22
C  -1.230  -3.126  -2.492  -0.20
H  -0.830  -1.492  4.595  0.22
H  1.823  2.082  -1.378  0.35

Record 7
A single C6H9N molecule in a non-equilibrium geometry. Source: the OMol25 dataset; level of theory: ωB97M-V/def2-TZVPD.

Summary:
HOMO-LUMO gap   9.960 eV
LUMO level   1.088 eV
Strongest force on any atom   0.106 Eh/bohr
HOMO   -8.87 eV
Spin multiplicity   1
ΔE to the lowest compared entry with this formula, charge and spin   96.5 kcal per mole

Last column: natural (NBO) charge in e.
CARTESIAN COORDINATES (ANGSTROEM)
H  1.556  -0.948  -2.765  0.20
H  -1.395  -1.935  -0.712  0.22
H  -1.361  1.758  0.919  0.18
H  0.490  1.613  -0.353  0.21
H  -1.512  -0.448  0.108  0.23
C  0.272  0.663  1.482  -0.19
C  -1.098  -0.926  -0.727  -0.65
C  1.294  -0.992  -1.756  0.05
H  -1.512  -0.442  -1.678  0.21
C  0.400  -0.685  -0.681  0.08
C  -0.821  1.344  1.696  -0.41
H  -1.457  1.144  2.589  0.19
H  0.856  0.108  2.270  0.22
H  2.004  0.707  0.148  0.22
C  0.886  0.801  0.210  -0.44
N  1.400  -1.761  -0.751  -0.32

Record 8
C4H7NS as an isolated structure in a non-equilibrium geometry. Source: the OMol25 dataset; level of theory: ωB97M-V/def2-TZVPD.

Summary:
HOMO-LUMO gap   8.894 eV
LUMO level   0.871 eV
Strongest force on any atom   0.114 Eh/bohr
HOMO   -8.02 eV
Spin multiplicity   1
ΔE to the lowest compared entry with this formula, charge and spin   65.8 kcal per mole

Last column: natural (NBO) charge in e.
CARTESIAN COORDINATES (ANGSTROEM)
C  0.612  -0.603  0.582  -0.20
N  -0.001  0.857  -0.840  -0.55
H  -2.036  1.214  -1.197  0.19
H  0.709  -2.545  1.534  0.23
H  -1.127  0.462  -2.552  0.21
H  -1.007  2.305  -2.138  0.19
H  -0.759  1.153  1.227  0.21
H  0.780  -1.070  2.502  0.23
H  2.171  -1.399  1.566  0.23
C  -0.135  0.604  0.595  -0.10
C  1.105  -1.585  1.617  -0.65
C  -1.110  1.219  -1.719  -0.42
S  0.801  -0.612  -1.176  0.43

Which value of strongest force on any atom does entry 1 give? 0.176 Eh/bohr

Please write out number 5 again, unchanged.
A 2-piece molecular cluster, C2H4N2 overall in a non-equilibrium geometry. Source: the OMol25 dataset; level of theory: ωB97M-V/def2-TZVPD.

Summary:
HOMO-LUMO gap (spin up / spin down)   8.216 / 11.284 eV
LUMO level (spin up / spin down)   1.436 / 0.084 eV
Strongest force on any atom   0.054 Eh/bohr
Expectation value of S²   2.0081
HOMO (spin up / spin down)   -6.78 / -11.20 eV
Spin multiplicity   3
ΔE to the lowest compared entry with this formula, charge and spin   41.6 kcal per mole

Last column: natural (NBO) charge in e.
CARTESIAN COORDINATES (ANGSTROEM)
N  1.996  -0.641  -0.264  -0.66
C  -1.307  0.094  -0.308  0.12
H  -1.129  0.561  -1.269  0.15
H  1.639  1.124  0.784  0.14
N  -2.119  -0.636  0.193  -0.64
H  -3.013  -1.217  -0.080  0.38
C  1.430  0.120  0.482  0.15
H  2.793  -0.460  -0.803  0.36